No. 1
Below is a single C5H5N molecule, with properties calculated with the ωB97M-V functional and the def2-TZVPD basis.

Last column: Mulliken charge in e.
Atoms and positions in Å:
C: -0.51 -0.23 -1.16  -0.6256
C: 0.27 -0.69 -2.34  0.1086
C: 0.21 -0.04 -0.02  0.4108
C: 0.06 0.52 1.38  -0.4321
C: 1.35 0.24 0.74  -0.4149
N: 1.44 -0.56 -2.70  -0.4829
H: -1.48 -0.56 -1.20  0.3559
H: -0.20 -1.47 -2.95  0.3291
H: -0.47 1.59 1.45  0.1948
H: -0.26 -0.09 2.36  0.1952
H: 2.23 -0.28 0.87  0.3610

Output
electronic energy = -6749.536 eV
LUMO (spin up / spin down) = -0.05020 / -0.00103 Ha
net charge = 0
energy relative to the best compared isomer or geometry (same formula, charge and spin) = 146.9 kcal/mol
strongest force on any atom = 3.9 eV/Å

---

No. 2
Below is a single C5H5N molecule, with properties calculated with the ωB97M-V functional and the def2-TZVPD basis.

Last column: Mulliken charge in e.
Atoms and positions in Å:
C: 1.22 1.07 -0.48  -1.0616
C: 0.39 -0.14 -0.89  -0.4946
C: -0.46 -0.62 0.18  0.3557
C: -1.25 -0.94 1.03  0.3376
C: -1.92 -1.47 2.14  -0.3656
N: -1.24 -2.11 2.84  -0.2356
H: 1.89 0.82 0.35  0.3106
H: 0.58 1.90 -0.16  0.3177
H: 1.83 1.41 -1.32  0.3152
H: 1.04 -0.96 -1.22  0.2689
H: -0.26 0.11 -1.74  0.2517

Output
electronic energy = -6752.302 eV
SMILES = CCC#CC#N
LUMO = -0.00139 Ha
net charge = 0
energy relative to the best compared isomer or geometry (same formula, charge and spin) = 83.1 kcal/mol
strongest force on any atom = 2.5 eV/Å

---

No. 3
Below is a gas-phase ion, C5H5N2 (charge +1), with properties calculated with the ωB97M-V functional and the def2-TZVPD basis.

Last column: Mulliken charge in e.
Atoms and positions in Å:
C: 0.14 1.47 -2.05  -0.0320
C: -0.61 -1.26 -0.62  -0.0201
C: 1.05 -0.50 1.41  -0.5995
C: -0.08 0.13 1.23  -0.2692
C: -0.90 -0.01 0.04  0.4031
N: -0.45 -2.36 -0.89  -0.2543
N: -0.32 1.05 -1.14  0.0145
H: 0.45 2.03 -2.84  0.4835
H: 1.73 -0.44 2.25  0.3261
H: 1.64 -1.02 0.50  0.2178
H: -0.65 0.54 1.99  0.3717
H: -1.99 0.36 0.10  0.3585

Output
electronic energy = -8234.560 eV
SMILES = C#[N+][C@@H](C#N)C=C
LUMO = -0.18650 Ha
net charge = +1
energy relative to the best compared isomer or geometry (same formula, charge and spin) = 43.5 kcal/mol
strongest force on any atom = 6.0 eV/Å

---

No. 4
Below is a gas-phase ion, C5H5N2O2 (charge -1), with properties calculated with the ωB97M-V functional and the def2-TZVPD basis.

Last column: Mulliken charge in e.
Atoms and positions in Å:
C: 1.53 -1.36 -0.11  0.2522
C: -2.40 0.10 -0.17  0.7276
C: -0.26 -0.30 1.01  -0.9167
C: 0.89 -0.20 0.10  0.3914
C: 1.33 0.93 -0.78  -1.0398
N: 2.34 -2.17 -0.19  -0.6765
N: -1.59 -0.83 0.28  -0.2044
O: -3.25 -0.65 0.49  -0.4859
O: -2.44 1.13 -0.81  -0.6170
H: -0.17 -0.94 1.85  0.3334
H: -0.69 0.63 1.35  0.4464
H: 1.81 0.47 -1.76  0.2576
H: 2.29 1.42 -0.42  0.2392
H: 0.61 1.79 -0.85  0.2925

Output
electronic energy = -12338.148 eV
LUMO (spin up / spin down) = 0.13174 / 0.13188 Ha
net charge = -1
energy relative to the best compared isomer or geometry (same formula, charge and spin) = 46.0 kcal/mol
strongest force on any atom = 3.8 eV/Å

---

No. 5
Below is 2 unconnected molecules or ions with the total composition C5H5N2O2S, with properties calculated with the ωB97M-V functional and the def2-TZVPD basis.

Last column: Mulliken charge in e.
Atoms and positions in Å:
C: -1.87 -1.29 -0.79  -0.4261
C: -1.06 -1.07 0.23  -0.1682
C: -0.23 -0.22 -1.59  -0.1026
C: 1.44 -0.74 1.65  0.5924
C: 0.92 0.30 0.51  -0.2544
N: -1.34 -0.75 -1.96  -0.5346
N: 0.01 -0.32 -0.24  0.2880
O: 2.17 -1.38 0.88  -0.5465
O: 1.08 -0.73 2.80  -0.6092
S: 0.57 3.55 0.50  -0.7450
H: -2.64 -2.04 -0.90  0.3685
H: -1.22 -1.57 1.18  0.3348
H: 0.20 0.52 -2.16  0.4157
H: 1.55 1.10 0.02  0.4453
H: 0.43 4.64 -0.13  -0.0581

Output
electronic energy = -23175.127 eV
LUMO = 0.06831 Ha
net charge = -1
energy relative to the best compared isomer or geometry (same formula, charge and spin) = 74.7 kcal/mol
strongest force on any atom = 2.6 eV/Å

---

No. 6
Below is a molecular structure, C5H5N3, with properties calculated with the ωB97M-V functional and the def2-TZVPD basis.

Last column: Mulliken charge in e.
Atoms and positions in Å:
C: -0.26 1.69 -0.18  -0.0738
C: 0.62 0.27 -0.04  1.1377
C: -0.23 -0.58 1.09  -0.7178
C: -1.01 -0.94 -0.24  -0.4378
C: 2.15 0.61 0.00  -0.0829
H: -0.80 -0.35 2.01  0.2941
H: 0.30 -1.46 1.37  0.3540
H: -1.14 -1.95 -0.49  0.3191
H: -1.93 -0.10 -0.50  0.3138
H: -0.42 0.21 -1.87  0.3616
N: -0.77 2.67 0.08  -0.4335
N: 0.21 -0.43 -1.20  -0.6452
N: 3.29 0.38 -0.03  -0.3893

Output
electronic energy = -9731.338 eV
LUMO = 0.00560 Ha
net charge = 0
energy relative to the best compared isomer or geometry (same formula, charge and spin) = 95.7 kcal/mol
strongest force on any atom = 5.6 eV/Å

---

No. 7
Below is a molecular structure, C5H5N3, with properties calculated with the ωB97M-V functional and the def2-TZVPD basis.

Last column: Mulliken charge in e.
Atoms and positions in Å:
C: 0.65 1.48 0.02  -1.2717
C: -0.18 0.17 -0.21  0.6184
C: 0.39 -1.16 -0.46  -0.1198
C: 1.64 -1.55 -0.24  0.2584
C: -0.78 -1.93 -0.07  0.3999
H: 1.68 1.30 -0.10  0.3978
H: 0.31 2.57 -0.63  0.2708
H: 0.51 1.72 1.20  0.3355
H: -2.06 -0.49 0.09  0.3963
H: -1.60 1.42 0.61  0.4022
N: -1.48 0.45 -0.36  -0.5799
N: 2.82 -1.54 0.05  -0.5045
N: -1.91 -2.44 0.11  -0.6034

Output
electronic energy = -9730.669 eV
LUMO = -0.03244 Ha
net charge = 0
energy relative to the best compared isomer or geometry (same formula, charge and spin) = 111.2 kcal/mol
strongest force on any atom = 10.8 eV/Å

---

No. 8
Below is a molecular structure, C5H5N3, with properties calculated with the ωB97M-V functional and the def2-TZVPD basis.

Last column: Mulliken charge in e.
Atoms and positions in Å:
C: -1.84 -0.73 0.14  -0.2161
C: -0.49 0.62 -0.17  0.3124
C: 0.65 1.42 0.06  -0.6334
C: 1.79 0.62 -0.01  -0.2251
C: -0.36 -0.70 -0.12  0.5585
H: -2.17 -1.38 -0.72  0.2126
H: -2.25 -1.07 1.16  0.2633
H: -2.08 1.38 0.65  0.2928
H: 0.69 2.43 0.17  0.4848
H: 2.81 1.02 0.30  0.3400
N: -1.90 0.78 -0.16  -0.5112
N: 1.84 -0.74 -0.01  -0.5127
N: 0.71 -1.43 0.03  -0.3659

Output
electronic energy = -9732.645 eV
LUMO = 0.01334 Ha
net charge = 0
energy relative to the best compared isomer or geometry (same formula, charge and spin) = 65.6 kcal/mol
strongest force on any atom = 5.8 eV/Å

---

No. 9
Below is a single C5H5N3 molecule, with properties calculated with the ωB97M-V functional and the def2-TZVPD basis.

Last column: Mulliken charge in e.
Atoms and positions in Å:
C: -2.61 -0.68 0.43  0.4809
C: -1.21 1.35 -0.43  -1.1573
C: 2.22 0.43 0.22  0.0217
C: -1.98 0.26 0.03  -0.6623
C: 0.06 1.33 -0.13  0.7857
N: 1.18 1.32 0.34  -0.3874
N: 2.09 -0.82 0.01  -0.3647
N: 0.94 -1.39 -0.36  -0.2676
H: -3.17 -1.50 0.78  0.4300
H: -1.68 2.10 -1.05  0.3552
H: 3.19 0.81 0.46  0.3816
H: 0.07 -0.86 -0.25  0.1209
H: 0.89 -2.35 -0.03  0.2633

Output
electronic energy = -9731.684 eV
SMILES = C#CC=C=N/C=N\N
LUMO = 0.02079 Ha
net charge = 0
energy relative to the best compared isomer or geometry (same formula, charge and spin) = 87.7 kcal/mol
strongest force on any atom = 1.7 eV/Å

---

No. 10
Below is a single C5H5N3 molecule, with properties calculated with the ωB97M-V functional and the def2-TZVPD basis.

Last column: Mulliken charge in e.
Atoms and positions in Å:
C: -2.66 -0.56 -0.73  0.3751
C: 0.03 1.75 0.41  -0.1732
C: -1.44 0.02 -0.36  -0.4965
C: 1.36 -0.12 -0.11  0.3496
C: 2.04 -1.41 0.05  -0.7671
N: -3.66 -0.99 -1.14  -0.4675
N: 1.05 0.97 0.26  -0.2030
N: -1.24 1.23 0.08  -0.0601
H: 0.25 2.76 0.78  0.3856
H: 2.38 -1.62 1.08  0.2554
H: 1.12 -2.02 -0.09  0.2557
H: 2.76 -1.78 -0.76  0.2783
H: -1.99 1.78 0.51  0.2676

Output
electronic energy = -9730.835 eV
LUMO (spin up / spin down) = -0.00397 / -0.00396 Ha
net charge = 0
energy relative to the best compared isomer or geometry (same formula, charge and spin) = 107.3 kcal/mol
strongest force on any atom = 2.0 eV/Å

---

No. 11
Below is a single C5H5N3O molecule, with properties calculated with the ωB97M-V functional and the def2-TZVPD basis.

Last column: Mulliken charge in e.
Atoms and positions in Å:
C: -0.48 -0.32 2.02  -0.9709
C: -0.13 -0.01 0.73  0.5041
C: 0.05 -1.00 -0.28  0.3014
C: 0.13 1.67 -1.17  -0.2372
C: -0.17 1.47 0.32  0.6742
H: -0.51 -1.32 2.42  0.3759
H: -0.70 0.49 2.70  0.3245
H: 0.28 -2.89 -0.66  0.2013
H: 0.77 -1.20 -2.27  0.2085
H: 0.17 2.72 -1.41  0.4256
N: -0.02 -2.23 0.05  -0.6388
N: 0.41 -0.58 -1.56  0.1079
N: 0.52 0.76 -2.00  -0.6946
O: -0.33 2.40 1.11  -0.5819

Output
electronic energy = -11781.601 eV
SMILES = [H]/N=C1\NN=CC(=O)C1=C
LUMO = -0.04062 Ha
net charge = 0
energy relative to the best compared isomer or geometry (same formula, charge and spin) = 48.9 kcal/mol
strongest force on any atom = 4.1 eV/Å

---

No. 12
Below is a single C5H5N3O2 molecule, with properties calculated with the ωB97M-V functional and the def2-TZVPD basis.

Last column: Mulliken charge in e.
Atoms and positions in Å:
C: 0.62 -1.09 -1.75  0.0881
C: -0.17 -0.13 -0.81  0.1091
C: -1.43 -1.91 -1.83  -0.2478
C: 0.32 0.71 0.50  -0.0737
C: -0.13 0.65 1.97  -0.1517
N: -0.13 -1.93 -2.30  -0.4247
N: 1.46 1.28 0.43  -0.1407
N: -1.46 -0.86 -0.92  -0.0232
O: 0.89 1.33 2.62  -0.2902
O: 1.91 1.69 1.56  -0.1053
H: 1.73 -0.87 -2.02  0.3465
H: -0.27 0.85 -1.42  0.2127
H: -1.10 1.16 1.99  0.2464
H: -0.09 -0.33 2.30  0.3320
H: -2.17 -0.54 -0.32  0.1225

Output
electronic energy = -13823.029 eV
LUMO = -0.01484 Ha
net charge = 0
energy relative to the best compared isomer or geometry (same formula, charge and spin) = 180.1 kcal/mol
strongest force on any atom = 3.7 eV/Å

---

No. 13
Below is 2 unconnected molecules or ions with the total composition C5H5N3O5, with properties calculated with the ωB97M-V functional and the def2-TZVPD basis.

Last column: Mulliken charge in e.
Atoms and positions in Å:
C: -1.51 -2.40 -0.85  0.4377
C: -0.41 1.33 0.28  -0.4634
C: -0.07 0.40 -0.81  0.3230
C: 0.75 -0.70 -0.40  -0.7678
C: -0.73 -2.37 0.34  -0.2412
N: -2.13 -2.46 -1.83  -0.4774
N: -1.23 -1.56 1.47  1.0882
N: -0.01 -3.57 0.75  0.9582
O: -0.99 -1.96 2.58  -0.6245
O: -0.74 -4.32 1.30  -0.5016
O: -1.97 -0.66 1.11  -0.5442
O: 1.12 -3.68 0.49  -0.5827
O: 0.64 1.57 -0.51  -0.4132
H: -1.28 1.98 0.21  0.3470
H: -0.12 0.93 1.38  0.2299
H: -0.59 0.41 -1.75  0.4379
H: 0.91 -1.49 -1.11  0.4689
H: 1.34 -0.35 0.52  0.3254

Output
electronic energy = -19962.343 eV
LUMO (spin up / spin down) = -0.06899 / -0.06891 Ha
net charge = 0
energy relative to the best compared isomer or geometry (same formula, charge and spin) = 198.7 kcal/mol
strongest force on any atom = 4.3 eV/Å

---

No. 14
Below is a molecular structure, C5H5N3O5, with properties calculated with the ωB97M-V functional and the def2-TZVPD basis.

Last column: Mulliken charge in e.
Atoms and positions in Å:
C: 0.48 1.10 -0.42  -0.1869
C: -0.97 -1.18 0.01  -0.1759
C: 1.46 0.43 0.21  0.0341
C: 1.20 -0.88 0.98  -0.4802
C: -1.24 0.29 -0.32  0.5168
N: 0.09 -1.64 0.44  -0.5054
N: 2.86 0.91 0.02  0.9266
N: -1.45 1.20 0.82  0.9197
O: 3.08 1.97 -0.47  -0.5730
O: -1.08 0.65 1.85  -0.5435
O: 3.66 -0.01 0.19  -0.5682
O: -1.76 2.35 0.63  -0.5827
O: -1.89 0.50 -1.50  -0.5048
H: 0.56 2.16 -0.89  0.3075
H: -1.70 -1.92 -0.35  0.4045
H: 2.18 -1.55 0.86  0.3731
H: 1.05 -0.67 2.10  0.2463
H: -2.23 1.41 -1.48  0.3919

Output
electronic energy = -19964.688 eV
LUMO = -0.03355 Ha
net charge = 0
energy relative to the best compared isomer or geometry (same formula, charge and spin) = 144.6 kcal/mol
strongest force on any atom = 4.8 eV/Å

---

No. 15
Below is 2 unconnected molecules or ions with the total composition C5H5N3OS, with properties calculated with the ωB97M-V functional and the def2-TZVPD basis.

Last column: Mulliken charge in e.
Atoms and positions in Å:
C: 1.37 -1.25 0.77  0.4727
C: -1.76 -0.03 -0.07  -0.0793
C: 1.18 2.51 0.14  0.6495
C: -1.63 -0.73 -1.44  -0.5777
C: 0.17 -1.04 0.39  -0.1322
N: 2.59 -1.39 0.95  -0.5183
N: -0.84 -0.06 0.77  -0.4547
N: 0.85 2.21 1.27  -0.5161
O: 1.62 2.84 -0.89  -0.4407
S: -0.29 -1.91 -1.25  -0.1842
H: -2.70 0.48 0.05  0.4178
H: -2.49 -1.19 -1.76  0.4531
H: -1.17 0.10 -2.12  0.2631
H: 2.89 -2.19 1.56  0.2882
H: 0.22 1.65 1.63  0.3589

Output
electronic energy = -22616.311 eV
SMILES = N=C=C1N=CCS1.N=C=O
LUMO = 0.01484 Ha
net charge = 0
energy relative to the best compared isomer or geometry (same formula, charge and spin) = 32.0 kcal/mol
strongest force on any atom = 7.3 eV/Å

---

No. 16
Below is a gas-phase ion, C5H5N4O (charge +1), with properties calculated with the ωB97M-V functional and the def2-TZVPD basis.

Last column: Mulliken charge in e.
Atoms and positions in Å:
C: 1.29 -0.28 0.11  -0.7610
C: 1.98 0.91 -0.01  -0.2671
C: 0.03 2.20 0.02  -0.2830
C: -0.10 -0.22 0.00  0.6182
C: -0.79 1.01 -0.09  0.3727
N: 1.31 2.10 -0.05  -0.4598
N: -1.07 -1.22 0.06  -0.1104
N: -2.28 -0.66 -0.10  -0.2246
N: -2.24 0.71 -0.06  0.7794
O: -3.23 1.35 0.13  -0.5244
H: 1.72 -1.18 0.30  0.5439
H: 3.09 1.16 -0.08  0.3864
H: -0.49 3.21 0.15  0.3444
H: -1.02 -2.05 -0.51  0.3100
H: -2.99 -1.25 0.31  0.2754

Output
electronic energy = -13262.294 eV
SMILES = O=[n+]1[nH][nH]c2ccncc21
LUMO (spin up / spin down) = -0.21778 / -0.21783 Ha
net charge = +1
energy relative to the best compared isomer or geometry (same formula, charge and spin) = 88.8 kcal/mol
strongest force on any atom = 3.3 eV/Å

---

No. 17
Below is a single C5H5N5O molecule, with properties calculated with the ωB97M-V functional and the def2-TZVPD basis.

Last column: Mulliken charge in e.
Atoms and positions in Å:
C: 3.23 -0.49 -0.34  -0.0279
C: 0.78 0.01 -2.99  0.0785
C: 2.92 -1.05 -2.64  0.0958
C: -0.65 -0.21 0.11  0.5398
C: 0.19 -1.98 2.73  -0.5560
N: 3.15 -0.94 -1.41  0.0139
N: 1.87 -0.77 -3.35  -0.3662
N: -0.21 0.08 -2.22  -0.6137
N: -0.87 -0.42 1.33  -0.6326
N: -0.15 -0.34 -0.96  0.2141
O: -1.02 -1.77 1.89  -0.1838
H: 0.60 0.66 -3.85  0.3164
H: 3.64 -1.38 -3.41  0.3050
H: -0.05 -2.67 3.56  0.2571
H: 0.71 -1.11 3.03  0.3066
H: 0.89 -2.52 2.14  0.2529

Output
electronic energy = -14754.951 eV
LUMO = -0.04892 Ha
net charge = 0
energy relative to the best compared isomer or geometry (same formula, charge and spin) = 215.7 kcal/mol
strongest force on any atom = 9.0 eV/Å

---

No. 18
Below is a single C5H5NO molecule, with properties calculated with the ωB97M-V functional and the def2-TZVPD basis.

Last column: Mulliken charge in e.
Atoms and positions in Å:
O: 0.46 -0.02 1.22  -0.2605
C: -0.22 -1.04 0.60  -0.4891
C: -0.53 0.58 1.89  0.0257
C: -1.45 1.19 2.34  -0.1189
C: 0.26 -1.13 -0.76  0.1596
C: 0.31 0.17 -1.54  -0.3599
N: 1.52 -0.53 -1.22  -0.5712
H: -2.29 1.66 2.79  0.4043
H: -0.10 -2.01 -1.27  0.4236
H: 0.08 1.11 -1.04  0.2081
H: -0.01 0.10 -2.58  0.2479
H: 1.96 -0.07 -0.43  0.3304

Output
electronic energy = -8796.572 eV
LUMO = -0.00621 Ha
net charge = 0
energy relative to the best compared isomer or geometry (same formula, charge and spin) = 157.9 kcal/mol
strongest force on any atom = 0.9 eV/Å